{
  "formula": "C20H15I3N4ORu",
  "method": "ωB97M-V/def2-TZVPD",
  "spin_multiplicity": 2,
  "mol_weight_g_mol": 809.149,
  "s2": 0.757,
  "charge": 1,
  "gap_ev": [7.101, 7.028],
  "homo_energy_ev": [-10.295, -10.515],
  "lumo_energy_ha": [-0.1174, -0.1281],
  "relative_energy_kj_mol": 8.79,
  "symbols": ["Ru", "N", "C", "C", "C", "C", "C", "N", "C", "C", "C", "C", "C", "N", "H", "H", "H", "H", "H", "H", "H", "H", "H", "I", "C", "C", "C", "I", "C", "C", "C", "C", "N", "C", "C", "O", "H", "H", "H", "H", "I", "C", "H", "H"],
  "coordinates": [[0.240863, -0.289440, 0.201847], [-2.404996, -0.913324, 2.087013], [-1.965004, 0.398283, 2.225867], [-2.595991, 1.173363, 3.204078], [-2.212512, 2.479830, 3.379555], [-1.210658, 3.000764, 2.565261], [-0.626128, 2.176984, 1.637791], [-0.981051, 0.881606, 1.468511], [-2.321493, -1.808733, 1.042578], [-3.070156, -2.991655, 1.145594], [-3.063545, -3.878254, 0.101567], [-2.324909, -3.580620, -1.048057], [-1.594468, -2.425272, -1.055474], [-1.564648, -1.552158, -0.022054], [-3.056479, -1.190954, 2.802452], [-3.386262, 0.737396, 3.800607], [-2.691623, 3.090345, 4.132697], [-0.879366, 4.024553, 2.652903], [0.166538, 2.525372, 0.992149], [-3.644858, -3.185376, 2.041445], [-3.633622, -4.795120, 0.167167], [-2.316125, -4.238378, -1.904016], [-0.993361, -2.148040, -1.911933], [2.493754, 4.118067, -1.188240], [2.812359, 2.185915, -1.869293], [3.788028, 1.935622, -2.856588], [4.021106, 0.671282, -3.321519], [5.480480, 0.391757, -4.782312], [3.274962, -0.423764, -2.807487], [3.425887, -1.771863, -3.195135], [2.650318, -2.738106, -2.615825], [1.716022, -2.376575, -1.636958], [1.535711, -1.130748, -1.250361], [2.305860, -0.152017, -1.822026], [2.063143, 1.159134, -1.349148], [1.123112, 1.336602, -0.426635], [4.357635, 2.768341, -3.245295], [4.157047, -2.029944, -3.949330], [2.748564, -3.777381, -2.893533], [1.107249, -3.129196, -1.151941], [1.276468, -2.444841, 1.926845], [1.513186, -0.337192, 1.725809], [2.551949, -0.107861, 1.502001], [1.181725, 0.115912, 2.655557]],
  "atomic_forces_ev_per_a": [[-0.575, 0.411, -0.385], [0.191, -0.092, 0.067], [-0.131, 0.029, -0.077], [-0.032, -0.019, -0.016], [0.025, 0.013, -0.015], [-0.015, -0.006, 0.013], [-0.018, 0.001, -0.004], [0.127, -0.140, 0.050], [-0.142, 0.097, -0.041], [-0.044, 0.032, -0.020], [0.017, -0.011, -0.005], [-0.025, 0.011, -0.003], [-0.040, 0.052, -0.056], [0.389, -0.116, 0.047], [0.020, -0.017, 0.012], [-0.004, 0.009, 0.001], [-0.001, 0.003, -0.002], [-0.005, 0.002, 0.008], [0.012, -0.012, -0.010], [-0.007, -0.002, -0.006], [-0.006, 0.002, -0.003], [-0.002, 0.000, -0.003], [-0.002, -0.021, 0.042], [-0.002, 0.008, 0.001], [0.016, 0.015, -0.023], [-0.021, 0.011, 0.018], [-0.017, -0.023, -0.001], [-0.001, -0.002, 0.004], [0.037, -0.004, -0.018], [-0.029, -0.011, 0.001], [0.014, 0.020, -0.017], [-0.047, -0.050, 0.023], [0.009, 0.020, 0.124], [0.022, -0.039, -0.031], [-0.031, 0.089, 0.013], [0.003, 0.025, 0.092], [0.001, 0.000, 0.001], [0.006, -0.001, 0.003], [0.006, -0.002, 0.003], [0.020, 0.019, 0.006], [0.007, -0.097, 0.334], [0.234, -0.224, -0.090], [0.020, -0.070, -0.012], [0.023, 0.089, -0.027]]
}